Record 1
C3H2MgO3Tl | ωB97M-V/def2-TZVPD

```
10
Properties=species:S:1:pos:R:3
O -2.023 -0.096 1.466
O -0.324 -0.428 -0.723
C 0.419 0.160 -1.685
C 0.057 -0.318 0.649
O 1.489 0.701 -1.309
C -0.828 0.325 1.528
Tl -0.352 -0.199 -4.288
H -0.515 0.561 2.570
H 0.010 -1.415 1.150
Mg 2.068 0.710 0.641
```

Results
- HOMO (alpha / beta): -5.4 / -7.6 eV
- Relative energy (zero: lowest compared OMol25 entry of this formula, charge and spin): 1.1922 eV
- Spin multiplicity: 2
- E_tot: -19419.528 eV
- HOMO-LUMO gap (alpha / beta): 4.198 / 6.409 eV



Record 2
C3H2MgO3Tl | ωB97M-V/def2-TZVPD

```
10
Properties=species:S:1:pos:R:3
C -1.393 -0.113 0.611
O -2.503 0.250 0.078
H -0.056 0.941 -0.771
Tl -4.449 -1.147 0.617
C -0.150 0.278 0.091
O 0.885 -0.678 0.226
C 2.088 -0.453 -0.281
O 2.263 0.575 -0.993
Mg 4.117 -0.415 -0.988
H -0.802 0.761 1.411
```

Results
- HOMO (alpha / beta): -4.5 / -6.4 eV
- Relative energy (zero: lowest compared OMol25 entry of this formula, charge and spin): 4.4931 eV
- Spin multiplicity: 2
- E_tot: -19416.227 eV
- HOMO-LUMO gap (alpha / beta): 3.742 / 5.548 eV



Record 3
C3H2N2 | ωB97M-V/def2-TZVPD

```
7
Properties=species:S:1:pos:R:3
C 1.003 0.097 0.151
C -0.795 0.802 -0.248
C -0.232 -0.505 -0.128
N 2.154 0.271 0.120
N -1.613 1.521 0.050
H -0.780 -0.853 0.690
H 0.264 -1.331 -0.635
```

Results
- HOMO: -11.7 eV
- Relative energy (zero: lowest compared OMol25 entry of this formula, charge and spin): 2.5398 eV
- E_tot: -6119.946 eV
- HOMO-LUMO gap: 11.749 eV



Record 4
C3H2N2 | ωB97M-V/def2-TZVPD

```
7
Properties=species:S:1:pos:R:3
C -0.480 0.841 0.554
C 1.245 -0.497 -0.074
C -0.998 0.092 -0.650
N -0.849 -0.681 -1.488
N 0.711 0.280 0.704
H -1.172 1.464 1.140
H 1.543 -1.498 -0.186
```

Results
- HOMO: -8.6 eV
- Relative energy (zero: lowest compared OMol25 entry of this formula, charge and spin): 3.8932 eV
- E_tot: -6118.592 eV
- HOMO-LUMO gap: 8.001 eV



Record 5
C3H2N2 | ωB97M-V/def2-TZVPD

```
7
Properties=species:S:1:pos:R:3
C 0.488 -0.643 -0.004
C -0.814 -0.942 -0.030
C -1.006 0.988 -0.002
N -1.763 0.014 -0.069
N 0.426 0.692 -0.103
H 1.389 -1.326 0.161
H 1.278 1.218 0.048
```

Results
- HOMO (alpha / beta): -9.0 / -9.1 eV
- Relative energy (zero: lowest compared OMol25 entry of this formula, charge and spin): 4.9720 eV
- E_tot: -6117.513 eV
- HOMO-LUMO gap (alpha / beta): 8.720 / 8.002 eV



Record 6
C3H2N2O | ωB97M-V/def2-TZVPD

```
8
Properties=species:S:1:pos:R:3
O 0.897 0.542 1.983
C 0.363 0.365 0.952
C 0.319 -0.951 0.222
N -0.197 -0.794 -0.943
C -0.575 0.601 -0.971
N -0.263 1.275 0.037
H 0.652 -1.946 0.545
H -1.195 0.907 -1.825
```

Results
- HOMO: -10.8 eV
- Relative energy (zero: lowest compared OMol25 entry of this formula, charge and spin): 0.2421 eV
- E_tot: -8169.471 eV
- HOMO-LUMO gap: 9.134 eV



Record 7
C3H2N2O | ωB97M-V/def2-TZVPD

```
8
Properties=species:S:1:pos:R:3
O -2.306 -0.138 0.876
C -1.178 -0.040 0.475
N -0.647 1.081 -0.222
C 0.533 0.679 -0.546
C 0.826 -0.625 0.073
N -0.263 -1.096 0.735
H 1.249 1.276 -1.289
H 1.785 -1.137 -0.102
```

Results
- HOMO: -11.0 eV
- Relative energy (zero: lowest compared OMol25 entry of this formula, charge and spin): 0.5774 eV
- E_tot: -8169.135 eV
- HOMO-LUMO gap: 8.973 eV



Record 8
C3H2N2O | ωB97M-V/def2-TZVPD

```
8
Properties=species:S:1:pos:R:3
N -2.687 -0.557 0.138
C -1.593 -0.199 -0.057
C -0.343 0.320 -0.479
N 0.798 0.483 0.526
C 1.135 -0.664 0.074
O 1.802 -1.587 -0.178
H -0.340 1.113 -1.348
H 1.227 1.091 1.325
```

Results
- HOMO: -9.4 eV
- Relative energy (zero: lowest compared OMol25 entry of this formula, charge and spin): 1.8933 eV
- E_tot: -8167.820 eV
- HOMO-LUMO gap: 9.431 eV



Record 9
C3H2N2O | ωB97M-V/def2-TZVPD

```
8
Properties=species:S:1:pos:R:3
N -0.614 -2.610 -0.637
C -0.336 -1.579 -0.186
C 0.031 -0.300 0.344
O 0.542 -0.219 1.624
C -0.007 0.758 -0.457
N -0.149 1.755 -1.146
H -0.121 0.199 2.191
H 0.654 1.997 -1.733
```

Results
- HOMO: -9.6 eV
- Relative energy (zero: lowest compared OMol25 entry of this formula, charge and spin): 1.0367 eV
- E_tot: -8168.676 eV
- HOMO-LUMO gap: 9.655 eV



Record 10
C3H2N2O2 | ωB97M-V/def2-TZVPD

```
9
Properties=species:S:1:pos:R:3
C 0.686 1.475 -0.633
C -0.468 0.272 0.375
C 0.426 0.051 -0.618
H 0.426 2.055 -1.546
H 1.624 1.606 -0.088
N -0.824 -0.856 0.902
N 0.724 -1.143 -0.734
O -0.352 1.697 0.482
O -0.300 -1.753 0.232
```

Results
- HOMO: -10.1 eV
- Relative energy (zero: lowest compared OMol25 entry of this formula, charge and spin): 5.9185 eV
- E_tot: -10212.271 eV
- HOMO-LUMO gap: 10.484 eV



Record 11
C3H2N2O2 | ωB97M-V/def2-TZVPD

```
9
Properties=species:S:1:pos:R:3
H -1.608 -1.985 -0.183
N -1.842 -1.010 0.010
C -0.806 -0.303 0.071
C -0.886 1.118 0.384
N -0.866 2.235 0.676
O 0.470 -0.786 -0.010
C 1.541 0.068 -0.249
O 1.661 0.727 -1.229
H 2.245 0.011 0.587
```

Results
- HOMO: -11.7 eV
- Relative energy (zero: lowest compared OMol25 entry of this formula, charge and spin): 1.1479 eV
- E_tot: -10217.041 eV
- HOMO-LUMO gap: 11.685 eV



Record 12
C3H2N2O2 | ωB97M-V/def2-TZVPD

```
9
Properties=species:S:1:pos:R:3
N -1.945 -1.196 -0.016
C -1.147 -0.269 0.086
O 0.595 -0.771 0.247
C 1.565 0.104 -0.049
O 1.430 1.270 -0.339
C -1.152 1.143 0.141
N -0.460 2.082 0.085
H -1.499 -2.110 -0.094
H 2.614 -0.253 -0.061
```

Results
- HOMO: -9.9 eV
- Relative energy (zero: lowest compared OMol25 entry of this formula, charge and spin): 3.3574 eV
- E_tot: -10214.832 eV
- HOMO-LUMO gap: 9.232 eV



Record 13
C3H2N2O2 | ωB97M-V/def2-TZVPD

```
9
Properties=species:S:1:pos:R:3
N -1.974 -1.208 -0.019
C -1.277 -0.233 0.083
O 0.723 -0.777 0.336
C 1.585 0.101 -0.035
O 1.372 1.271 -0.388
C -1.152 1.138 0.165
N -0.361 2.019 0.080
H -1.573 -2.133 -0.145
H 2.656 -0.178 -0.077
```

Results
- HOMO (alpha / beta): -9.4 / -9.4 eV
- Relative energy (zero: lowest compared OMol25 entry of this formula, charge and spin): 4.2357 eV
- E_tot: -10213.953 eV
- HOMO-LUMO gap (alpha / beta): 8.118 / 8.117 eV



Record 14
C3H2N2O2 | ωB97M-V/def2-TZVPD

```
9
Properties=species:S:1:pos:R:3
H 0.632 -1.420 -1.842
N 1.207 -0.784 -1.391
C 0.564 -0.339 -0.405
N 1.092 0.320 0.562
C 0.182 0.991 1.143
O -1.106 0.674 0.877
C -0.937 -0.291 -0.165
O -1.851 -0.921 -0.710
H 0.217 1.771 1.930
```

Results
- HOMO: -10.4 eV
- Relative energy (zero: lowest compared OMol25 entry of this formula, charge and spin): 1.3163 eV
- E_tot: -10216.873 eV
- HOMO-LUMO gap: 9.217 eV



Record 15
C3H2N2O2 | ωB97M-V/def2-TZVPD

```
9
Properties=species:S:1:pos:R:3
O -2.965 -0.273 -0.115
C -1.852 0.139 -0.038
C -0.341 -0.438 -0.073
N 0.345 0.655 0.091
C 1.631 0.261 0.084
N 1.794 -1.021 -0.078
O 0.479 -1.502 -0.185
H -1.497 1.173 0.103
H 2.406 1.006 0.212
```

Results
- HOMO: -10.8 eV
- Relative energy (zero: lowest compared OMol25 entry of this formula, charge and spin): 2.6435 eV
- E_tot: -10215.546 eV
- HOMO-LUMO gap: 10.294 eV



Record 16
C3H2N2O2 | ωB97M-V/def2-TZVPD

```
9
Properties=species:S:1:pos:R:3
O 2.024 2.037 -0.728
C 1.411 1.160 -0.216
C 0.534 0.345 0.305
N 0.107 -0.879 0.494
C -1.075 -1.253 0.143
N -1.990 -0.342 -0.434
O -1.450 0.719 -0.712
H 1.847 0.430 0.788
H -1.436 -2.249 0.365
```

Results
- HOMO (alpha / beta): -9.4 / -9.4 eV
- Relative energy (zero: lowest compared OMol25 entry of this formula, charge and spin): 5.9164 eV
- E_tot: -10212.273 eV
- HOMO-LUMO gap (alpha / beta): 7.762 / 7.764 eV



Record 17
C3H2N2O2S | ωB97M-V/def2-TZVPD

```
10
Properties=species:S:1:pos:R:3
O -1.037 1.602 -0.103
C -0.297 0.466 -0.064
C 1.103 0.442 -0.025
N 1.772 -0.778 0.135
N 1.199 -1.858 -0.018
O -0.215 -1.881 -0.156
C -1.066 -0.815 -0.096
S -2.710 -0.988 0.055
H -0.499 2.451 0.313
H 1.751 1.359 -0.040
```

Results
- HOMO: -9.2 eV
- Relative energy (zero: lowest compared OMol25 entry of this formula, charge and spin): 4.8215 eV
- E_tot: -21049.912 eV
- HOMO-LUMO gap: 8.043 eV



Record 18
C3H2N2OS | ωB97M-V/def2-TZVPD

```
9
Properties=species:S:1:pos:R:3
H 1.547 0.839 -2.288
N 0.777 0.239 -1.946
C 0.653 0.425 -0.692
N 1.415 1.258 0.154
C 0.901 1.073 1.303
O -0.134 0.188 1.416
C -0.370 -0.282 0.151
S -1.508 -1.351 -0.206
H 1.209 1.500 2.224
```

Results
- HOMO: -9.5 eV
- Relative energy (zero: lowest compared OMol25 entry of this formula, charge and spin): 0.4531 eV
- E_tot: -19005.099 eV
- HOMO-LUMO gap: 8.058 eV



Record 19
C3H2N2OS2 | ωB97M-V/def2-TZVPD

```
10
Properties=species:S:1:pos:R:3
N 0.188 2.673 3.190
C 0.400 2.354 1.924
C 0.576 1.510 0.552
O 1.650 1.531 -0.014
S -0.930 0.488 0.515
C -0.101 -0.557 -0.585
N -1.100 -1.316 -1.029
S -0.479 -2.484 -2.065
H 1.203 -0.663 -0.696
H -1.409 -3.535 -1.792
```

Results
- HOMO: -9.2 eV
- Relative energy (zero: lowest compared OMol25 entry of this formula, charge and spin): 4.4553 eV
- E_tot: -29836.340 eV
- HOMO-LUMO gap: 8.182 eV



Record 20
C3H2N2S | ωB97M-V/def2-TZVPD

```
8
Properties=species:S:1:pos:R:3
S 2.810 -0.043 -0.054
C 1.171 0.084 0.271
N 0.460 1.166 0.118
C -0.765 0.728 -0.020
C -0.781 -0.786 -0.107
N 0.392 -1.148 0.204
H -1.642 1.347 -0.179
H -1.646 -1.349 -0.233
```

Results
- HOMO: -9.4 eV
- Relative energy (zero: lowest compared OMol25 entry of this formula, charge and spin): 1.0174 eV
- E_tot: -16956.386 eV
- HOMO-LUMO gap: 7.046 eV